{
  "formula": "C17H26F16N2O2Si",
  "method": "wB97M-V/def2-TZVPD",
  "orbital_gap_ev": 9.06,
  "total_charge": 0,
  "species": ["C", "C", "C", "N", "Si", "C", "C", "C", "C", "N", "H", "H", "H", "H", "H", "H", "H", "H", "H", "H", "H", "H", "H", "H", "H", "H", "H", "H", "C", "C", "C", "F", "F", "F", "F", "O", "C", "C", "F", "F", "F", "F", "H", "H", "H", "H", "C", "C", "C", "F", "F", "F", "F", "O", "C", "C", "F", "F", "F", "F", "H", "H", "H", "H"],
  "positions_angstrom": [[-1.01467, -4.74392, 1.82836], [-1.63284, -4.65393, 0.44847], [-1.69752, -3.24909, -0.09833], [-2.12918, -5.62455, -0.20053], [-1.42897, -7.19822, -0.33877], [-0.12821, -7.12210, -1.68289], [1.05269, -6.15057, -1.50254], [2.27873, -6.71568, -0.78504], [2.06943, -7.09325, 0.68181], [3.25967, -6.71680, 1.47740], [-1.66823, -4.19334, 2.51137], [-0.04508, -4.23903, 1.84507], [-0.92662, -5.76920, 2.17894], [-2.20042, -2.58041, 0.60552], [-2.19079, -3.24800, -1.06623], [-0.67583, -2.87564, -0.20611], [-2.45457, -8.19428, -0.72016], [-0.84128, -7.66828, 0.94541], [0.21812, -8.13627, -1.90951], [-0.68932, -6.79296, -2.56626], [1.38753, -5.85352, -2.50178], [0.74215, -5.22260, -1.00708], [3.05803, -5.94476, -0.80770], [2.68633, -7.55290, -1.35874], [1.16807, -6.60949, 1.07404], [1.94901, -8.17280, 0.79513], [3.03325, -6.83121, 2.46050], [3.39037, -5.71436, 1.37180], [1.96702, 1.81441, -1.07364], [0.73762, 2.73270, -1.12493], [-0.40241, 2.45699, -0.13709], [-0.94744, 1.24681, -0.35278], [-1.36752, 3.39145, -0.32721], [0.24851, 2.79267, -2.37833], [1.19280, 3.97762, -0.79491], [2.03438, 0.77084, -2.02631], [1.49263, -0.46108, -1.80439], [0.40516, -0.80207, -2.83382], [-0.59076, 0.10081, -2.78784], [-0.10195, -2.01596, -2.52301], [1.03538, -0.60150, -0.54710], [2.47410, -1.37631, -1.97570], [2.80055, 2.46452, -1.33419], [2.14526, 1.45206, -0.06080], [-0.05153, 2.52180, 0.89587], [0.83101, -0.82538, -3.83812], [-0.12222, 7.60317, 0.41913], [-0.27617, 6.68523, 1.63950], [-1.62652, 5.99433, 1.85013], [-2.60853, 6.89061, 2.05822], [-1.53290, 5.20739, 2.94899], [0.08877, 7.33377, 2.76238], [0.60867, 5.65958, 1.44574], [-0.25440, 8.99495, 0.63490], [-1.45782, 9.63715, 0.56771], [-1.82071, 10.30384, 1.90291], [-1.89629, 9.38568, 2.88342], [-3.02828, 10.89599, 1.77497], [-2.44296, 8.83509, 0.13512], [-1.33103, 10.64082, -0.33144], [0.91705, 7.47964, 0.11852], [-0.74025, 7.25937, -0.41084], [-1.87884, 5.36695, 0.99277], [-1.07024, 11.05324, 2.16005]],
  "forces_ev_per_a": [[0.047, 0.081, -0.156], [-0.427, 0.108, 0.173], [-0.114, -0.120, 0.217], [0.814, 0.132, -0.475], [-0.279, -0.352, 0.441], [-0.122, 0.302, -0.072], [0.197, -0.226, -0.214], [0.042, 0.227, 0.022], [0.374, 0.005, 0.187], [-0.365, 0.163, -0.025], [0.047, -0.026, 0.017], [0.007, -0.084, 0.060], [0.056, 0.025, -0.018], [-0.043, 0.025, -0.082], [-0.024, 0.075, 0.042], [-0.036, 0.006, -0.035], [-0.054, 0.096, -0.046], [0.008, -0.111, -0.025], [0.075, 0.039, 0.047], [-0.031, -0.120, 0.029], [-0.024, 0.095, 0.067], [-0.113, -0.077, 0.021], [-0.037, -0.028, -0.047], [-0.050, -0.045, 0.105], [-0.051, -0.043, -0.126], [-0.204, 0.053, -0.016], [0.134, -0.178, 0.024], [0.143, -0.019, -0.066], [0.450, 0.003, 0.186], [-0.064, -0.126, -0.191], [0.047, 0.059, 0.086], [-0.012, -0.039, -0.024], [-0.019, 0.025, -0.004], [-0.008, 0.005, 0.002], [0.020, 0.038, 0.034], [-0.442, 0.176, -0.204], [0.204, 0.005, 0.026], [0.030, -0.048, -0.030], [-0.018, 0.019, 0.038], [0.004, -0.010, -0.088], [-0.074, 0.007, 0.059], [0.041, -0.056, 0.051], [-0.001, -0.011, -0.007], [-0.155, -0.021, 0.015], [0.021, 0.010, -0.006], [0.015, -0.009, 0.001], [0.201, -0.045, -0.471], [-0.030, 0.232, 0.143], [-0.017, -0.158, -0.038], [0.004, 0.080, 0.014], [-0.010, -0.017, 0.013], [0.000, -0.009, 0.001], [0.018, -0.049, -0.025], [-0.067, -0.087, 0.519], [0.126, 0.015, -0.170], [0.022, 0.066, -0.017], [-0.017, -0.036, 0.006], [-0.010, 0.013, 0.011], [-0.077, -0.070, 0.023], [-0.042, 0.021, -0.079], [-0.006, 0.012, -0.004], [-0.115, -0.032, 0.105], [0.003, 0.031, -0.027], [0.007, 0.000, 0.002]]
}

{
  "formula": "C4H25B2NO3",
  "method": "wB97M-V/def2-TZVPD",
  "orbital_gap_ev": 8.22,
  "de_lowest_kcal_mol": 6.2,
  "total_charge": 0,
  "species": ["O", "H", "H", "H", "O", "H", "H", "H", "B", "H", "H", "H", "H", "B", "H", "H", "H", "H", "C", "C", "C", "O", "C", "N", "H", "H", "H", "H", "H", "H", "H", "H", "H", "H", "H"],
  "positions_angstrom": [[0.23780, 1.64537, -4.52812], [0.54026, 0.73750, -4.08916], [-0.55596, 2.02717, -4.11191], [0.96609, 2.29187, -4.41277], [-0.08975, 0.80336, -0.54193], [0.04785, 0.19940, 0.24294], [0.21026, 0.42480, -1.44032], [0.36807, 1.70702, -0.41933], [0.89592, -0.48195, -2.93771], [1.11765, -1.40668, -2.28872], [-0.19106, -0.11330, -2.75911], [1.62592, 0.38500, -2.70569], [0.96219, -0.74166, -4.06804], [1.69533, 3.04595, -0.37143], [1.91843, 2.29626, -1.22812], [0.69516, 3.63236, -0.50277], [1.46229, 2.43125, 0.59264], [2.60278, 3.72455, -0.14658], [0.29226, -1.53257, 3.94384], [0.03726, -1.28964, 2.45571], [-1.42570, -1.52658, 2.03442], [-1.57468, -1.29216, 0.67145], [-2.72568, -1.84256, 0.09596], [0.44856, 0.09185, 2.11654], [-0.27420, -0.80490, 4.52435], [1.36038, -1.46360, 4.14922], [0.02522, -2.54087, 4.27374], [0.63057, -1.94254, 1.81057], [-2.08461, -0.81340, 2.55155], [-1.56049, -2.57535, 2.32742], [-2.95115, -2.88492, 0.34939], [-2.63166, -1.89063, -0.98959], [-3.58885, -1.22202, 0.35987], [0.06154, 0.75536, 2.78162], [1.45200, 0.16625, 2.26012]],
  "forces_ev_per_a": [[0.264, 1.051, -0.515], [0.020, -0.720, 0.426], [0.101, -0.324, 0.182], [-0.118, -0.235, 0.092], [-0.270, 0.192, -0.901], [0.137, 0.595, 0.235], [-0.229, 0.032, 0.903], [0.497, -0.348, 0.450], [0.232, -0.008, -0.063], [0.258, -1.058, 0.585], [-1.644, 0.336, 0.245], [0.971, 1.044, 0.401], [0.023, -0.283, -1.568], [-0.226, 0.082, 0.275], [0.265, -0.851, -1.346], [-1.209, 0.947, -0.680], [-0.034, -1.016, 1.362], [0.966, 0.901, 0.143], [-0.124, -0.809, -0.353], [-0.157, 0.906, -0.102], [0.928, 0.337, 0.976], [0.765, -0.699, -0.715], [-0.793, -0.056, -0.395], [0.121, -0.506, -0.352], [0.124, 0.001, 0.160], [-0.024, 0.360, 0.048], [-0.260, 0.057, -0.072], [0.109, -0.106, 0.196], [-0.091, -0.460, 0.446], [-0.808, 0.077, -0.179], [0.319, 0.054, 0.599], [0.265, 0.516, 0.023], [-0.144, -0.133, -0.088], [-0.253, 0.014, -0.150], [0.017, 0.111, -0.268]]
}

{
  "formula": "C3H37NO14S2",
  "method": "wB97M-V/def2-TZVPD",
  "orbital_gap_ev": 8.93,
  "de_lowest_kcal_mol": 31.2,
  "total_charge": 0,
  "species": ["S", "S", "C", "C", "C", "N", "H", "H", "H", "H", "H", "H", "H", "H", "H", "H", "H", "O", "H", "H", "O", "H", "H", "O", "H", "H", "O", "H", "H", "O", "H", "H", "O", "H", "H", "O", "H", "H", "O", "H", "H", "O", "H", "H", "O", "H", "H", "O", "H", "H", "O", "H", "H", "O", "H", "H", "O"],
  "positions_angstrom": [[3.99192, 0.29250, 2.39542], [2.60566, -0.74981, 3.37047], [0.87946, -0.35706, 2.97291], [0.36147, -1.07819, 1.68705], [0.48881, -0.33247, 0.39514], [-0.03681, -1.25184, -0.68916], [4.22129, -0.35313, 1.23334], [0.25064, -0.70676, 3.77794], [0.62716, 0.69970, 2.85237], [0.92146, -2.01014, 1.63583], [-0.65589, -1.38109, 1.88565], [-0.07798, 0.56130, 0.17296], [1.49792, -0.01745, 0.14644], [0.32815, -2.20667, -0.54507], [-1.04440, -1.33596, -0.61707], [-3.69318, -3.12780, 1.01470], [-3.45064, -1.75078, 1.31249], [-3.43872, -2.36830, 0.53719], [-4.00897, 3.13298, 0.09443], [-3.87747, 3.57985, 1.56891], [-3.40610, 3.54734, 0.72472], [-2.53866, 1.76666, -3.24972], [-2.85584, -0.44818, -2.42401], [-2.41250, 1.20928, -2.45232], [-3.57416, 0.63895, -0.03534], [-4.21208, 1.29465, -1.29764], [-4.26772, 1.25808, -0.31514], [2.88159, -0.11249, -2.82003], [1.46421, -0.31274, -3.36248], [2.37468, -0.68406, -3.44892], [4.21250, 2.35416, -0.35290], [2.68049, 2.47011, -0.60207], [3.39583, 1.79490, -0.42450], [-1.69824, 3.37426, -0.21628], [-1.61647, 2.14385, -1.30308], [-1.12260, 2.69306, -0.59885], [-1.61463, 2.01752, 0.97452], [-1.45434, 2.93296, 2.27335], [-1.66689, 1.99046, 1.94679], [1.18921, -4.97276, -0.39566], [2.15985, -3.82499, -0.78238], [1.67592, -4.24958, -0.07743], [-0.74046, -0.34990, -3.68137], [-1.50143, 0.59457, -2.62745], [-0.27271, -0.00552, -2.88875], [0.75250, 1.89916, -2.62735], [0.41349, 2.90124, -1.43390], [1.03276, 2.74208, -2.16699], [0.23608, -0.99031, -1.68625], [-3.49532, -1.73578, -1.75826], [-2.86977, -1.42376, -2.42530], [2.36171, -3.79532, -3.13151], [2.01260, -2.25262, -2.73259], [1.94435, -3.23183, -2.45547], [-2.88117, 0.73474, 2.11824], [-3.95258, -0.23798, 2.34689], [-2.98190, -0.20770, 2.14417]],
  "forces_ev_per_a": [[0.376, 1.053, -0.391], [-0.552, -1.072, 1.102], [-0.553, 0.556, -2.123], [0.473, 0.133, 1.475], [-0.193, -0.214, -1.567], [1.667, -1.376, 0.365], [-0.373, -0.232, 0.100], [0.346, -0.239, 0.623], [0.474, 0.120, 0.279], [0.137, -0.165, -0.362], [-0.569, 0.149, -0.200], [-0.402, 0.398, 0.996], [0.390, -0.431, 0.017], [-0.042, 0.131, 0.133], [-0.378, 0.073, -0.385], [-0.479, -2.093, 0.232], [0.565, 0.066, -1.398], [0.169, 1.771, 0.723], [0.006, -0.364, 0.263], [0.141, -0.051, -0.380], [-0.343, 1.133, 0.160], [0.236, -0.565, 0.648], [-0.540, -0.405, 0.122], [0.292, 0.298, -0.733], [-0.234, 0.196, -0.224], [0.262, -0.320, 0.957], [-0.337, -0.243, -0.866], [-0.342, -0.617, -0.762], [-0.059, -0.044, -0.229], [0.181, 0.808, 1.184], [-1.105, -0.842, -0.074], [0.889, -1.134, -0.145], [0.143, 1.835, -0.177], [-0.277, -0.171, -0.489], [0.168, 1.054, 0.793], [-0.325, -0.716, -0.402], [0.280, 0.449, 0.096], [-0.582, -2.361, -1.040], [0.890, 1.761, 1.600], [-0.780, -1.276, -1.005], [-0.052, -0.108, -0.930], [0.559, 1.357, 2.358], [0.955, -0.167, 0.470], [0.353, 0.966, 0.155], [-0.769, 0.215, -1.207], [0.103, 1.202, 0.910], [-0.247, -0.301, -0.434], [0.350, -0.978, -0.638], [-1.142, 0.577, 0.407], [0.084, 0.217, -0.032], [0.086, -0.342, 0.149], [-0.239, 0.784, 0.251], [0.451, -1.620, -0.215], [0.141, 1.088, -0.598], [1.134, 1.524, 0.071], [1.044, -0.265, -0.084], [-2.433, -1.202, 0.452]]
}

{
  "formula": "C7H8ClNOS",
  "method": "wB97M-V/def2-TZVPD",
  "orbital_gap_ev": [8.23, 8.29],
  "de_lowest_kcal_mol": 95.5,
  "total_charge": 0,
  "species": ["C", "C", "C", "C", "C", "C", "C", "N", "O", "S", "Cl", "H", "H", "H", "H", "H", "H", "H", "H"],
  "positions_angstrom": [[-0.35153, -0.38114, 0.25305], [0.28853, 0.74648, 0.49600], [1.48766, -1.43661, 0.14388], [-3.36210, 0.58022, -1.06763], [-2.83769, -0.22688, -0.01058], [-0.06874, 2.00975, 1.15553], [2.42875, -2.53511, 0.00565], [0.25053, -1.49751, -0.06961], [-3.27119, 1.00139, 0.30152], [1.97605, 0.21736, 0.59484], [-3.52624, -1.62927, 0.69128], [-2.61246, 0.95516, -1.67934], [-4.41205, 0.26784, -1.21676], [0.60631, 2.80980, 1.03538], [-0.87427, 2.55808, 0.63983], [-0.37554, 1.91584, 2.30357], [3.38784, -2.13744, -0.06939], [2.19124, -3.36146, 0.69593], [2.33126, -3.13426, -0.84508]],
  "forces_ev_per_a": [[-5.228, 0.799, -1.398], [1.868, -0.007, 1.370], [1.685, 1.754, 0.145], [-1.969, -1.747, 0.902], [3.863, -0.679, 1.379], [-2.569, 0.951, 1.626], [-0.796, -1.136, 0.720], [-2.199, -1.694, -0.105], [0.134, 0.643, 1.073], [0.093, -0.698, -0.223], [-0.154, -0.182, 0.076], [0.478, 0.992, -1.684], [0.704, 0.770, -1.268], [1.843, 0.409, 0.307], [-0.571, -0.911, 0.252], [0.753, 0.064, -2.535], [1.981, 0.112, 0.747], [0.759, 0.797, 0.792], [-0.677, -0.237, -2.175]]
}